1.
{
  "formula": "C29H47IN2O5",
  "method": "wB97M-V/def2-TZVPD",
  "e_tot_ha": -1916.3373,
  "smiles": "Cc1cc(I)cc2nccnc12.C1CCOC1.C1CCOC1.C1CCOC1.C1CCOC1.C1CCOC1",
  "spin_multiplicity": 1,
  "charge": 0,
  "e_lumo_ev": -0.92,
  "homo_energy_ev": -8.49,
  "homo_lumo_gap_ev": 7.58,
  "species": ["C", "C", "C", "C", "I", "C", "C", "N", "C", "C", "N", "C", "H", "H", "H", "H", "H", "H", "H", "C", "C", "C", "O", "C", "H", "H", "H", "H", "H", "H", "H", "H", "C", "C", "C", "O", "C", "H", "H", "H", "H", "H", "H", "H", "H", "C", "C", "C", "O", "C", "H", "H", "H", "H", "H", "H", "H", "H", "C", "C", "C", "O", "C", "H", "H", "H", "H", "H", "H", "H", "H", "C", "C", "C", "O", "C", "H", "H", "H", "H", "H", "H", "H", "H"],
  "positions_angstrom": [[-0.3783, -1.5489, -0.6060], [-1.2376, -0.1809, -0.6946], [-0.5473, 1.1955, -0.6754], [-1.3917, 2.5301, -0.7793], [-0.4204, 4.4878, -0.7976], [-2.9238, 2.3823, -0.8514], [-3.6587, 0.9815, -0.8569], [-5.0953, 1.0070, -0.9039], [-5.6311, -0.3125, -0.9037], [-4.7701, -1.6045, -0.8773], [-3.3474, -1.6521, -0.8093], [-2.8183, -0.3153, -0.7905], [0.6244, -1.3966, -0.0582], [-0.1480, -1.9836, -1.6512], [-0.9347, -2.3620, 0.0016], [0.5942, 1.2446, -0.5879], [-3.5592, 3.3441, -0.9011], [-6.7742, -0.4243, -0.9424], [-5.3273, -2.6126, -0.8726], [0.7638, 5.3065, 4.2599], [-0.2291, 4.7710, 3.2533], [0.3384, 3.4008, 2.9473], [1.0068, 2.9532, 4.1346], [1.1227, 4.0579, 5.0419], [0.3653, 6.1040, 4.8898], [1.6488, 5.6900, 3.7408], [-1.2141, 4.6712, 3.7213], [-0.3351, 5.3964, 2.3647], [1.0804, 3.4484, 2.1427], [-0.4339, 2.6804, 2.6669], [0.4200, 3.8899, 5.8655], [2.1353, 4.0942, 5.4501], [3.1340, 5.5575, -2.8279], [4.5970, 5.5713, -2.4444], [4.6879, 4.3837, -1.5069], [3.7023, 3.4363, -1.9396], [2.8394, 4.0722, -2.8925], [2.9201, 6.0752, -3.7646], [2.5379, 6.0228, -2.0351], [5.2146, 5.3955, -3.3315], [4.9220, 6.5052, -1.9822], [4.4475, 4.6702, -0.4775], [5.6760, 3.9167, -1.5169], [3.0741, 3.6638, -3.8818], [1.7985, 3.8402, -2.6578], [-3.6392, -3.9348, 1.9425], [-3.5569, -4.5484, 3.3224], [-2.4187, -3.7659, 3.9481], [-2.4374, -2.4610, 3.3545], [-3.3214, -2.4814, 2.2246], [-4.6070, -4.0725, 1.4569], [-2.8671, -4.3677, 1.2968], [-4.4865, -4.3573, 3.8690], [-3.3806, -5.6257, 3.3153], [-1.4496, -4.2235, 3.7214], [-2.5167, -3.6775, 5.0328], [-4.2249, -1.9233, 2.4963], [-2.8468, -1.9843, 1.3770], [-6.2810, -8.1346, -0.8760], [-4.7873, -7.9786, -1.0511], [-4.6499, -6.4853, -1.2714], [-5.7151, -5.8580, -0.5435], [-6.6442, -6.8684, -0.1265], [-6.5685, -9.0424, -0.3426], [-6.7708, -8.1430, -1.8554], [-4.2735, -8.2691, -0.1287], [-4.3764, -8.5699, -1.8712], [-4.7691, -6.2268, -2.3290], [-3.6895, -6.0969, -0.9241], [-6.5312, -7.0014, 0.9550], [-7.6646, -6.5368, -0.3319], [8.6949, 1.6703, -3.3192], [7.3749, 1.0487, -2.9220], [7.5358, 0.8958, -1.4235], [8.3935, 1.9593, -0.9873], [8.9827, 2.5778, -2.1392], [8.6608, 2.2056, -4.2699], [9.4642, 0.8941, -3.3906], [6.5572, 1.7437, -3.1409], [7.1643, 0.1041, -3.4265], [8.0223, -0.0522, -1.1702], [6.5826, 0.9510, -0.8923], [8.5128, 3.5590, -2.2696], [10.0523, 2.7233, -1.9721]],
  "forces_ev_per_a": [[-0.1019, 0.1921, 0.3069], [-0.2026, 2.4341, 0.0288], [-3.1099, -1.3036, -0.2451], [-3.2109, -4.0000, 0.0520], [-0.9371, -1.6613, 0.0562], [2.6924, -0.9332, 0.1470], [1.2112, 0.4960, 0.1761], [1.8888, -4.8751, 0.1137], [2.4216, 0.6344, -0.0627], [1.1445, 1.4120, 0.2562], [-4.0712, 4.1563, -0.4237], [1.3894, 1.0624, -0.0682], [-1.5866, 0.0933, -0.9604], [-0.5105, 0.8176, 1.6186], [0.6951, 1.4974, -1.1286], [-1.9488, -0.0607, -0.1600], [1.0337, -1.9151, 0.0724], [2.0284, 0.2793, 0.0805], [1.0638, 1.7206, -0.0488], [0.3411, 0.3181, 0.0199], [-0.4784, 0.0939, -0.0590], [0.2134, -0.2944, -0.1683], [-0.0918, 0.3689, -0.0091], [-0.0530, -0.2970, 0.2049], [0.0381, -0.0690, -0.0195], [-0.0489, -0.0012, 0.0671], [0.0420, 0.0132, -0.0757], [0.0038, -0.0914, 0.0704], [-0.0722, 0.0182, -0.0893], [0.1006, -0.0459, 0.0504], [0.0427, 0.0838, 0.0574], [-0.0410, -0.1156, -0.0430], [-0.3753, 0.2282, 0.0608], [0.3911, 0.1130, -0.1993], [-0.0031, -0.1977, 0.3262], [0.0154, 0.3020, -0.1057], [0.0089, -0.3664, -0.2055], [-0.0085, -0.0569, 0.0638], [-0.0018, -0.0149, -0.0641], [-0.0128, 0.0373, 0.0705], [-0.0078, -0.0857, -0.0106], [0.1025, 0.0464, 0.0129], [-0.0890, -0.0807, 0.0414], [-0.0682, 0.0586, -0.0524], [0.1550, -0.0795, 0.0002], [0.0400, -0.1173, -0.4573], [-0.2972, -0.1673, 0.2993], [0.3230, 0.1537, 0.0706], [-0.1715, -0.3454, -0.0468], [0.0778, 0.3863, 0.1619], [0.0883, -0.0215, -0.0058], [-0.0731, 0.0423, -0.0216], [0.0668, -0.0491, -0.0114], [0.0091, 0.0729, 0.0196], [-0.0118, -0.0893, 0.0679], [0.0566, 0.0926, -0.0648], [-0.0651, 0.0241, -0.1095], [0.0099, -0.0498, 0.3173], [-0.3631, -0.1831, -0.2640], [0.3886, -0.2019, 0.1921], [0.0446, 0.3199, -0.1968], [0.0119, -0.2802, -0.0581], [-0.0486, 0.2146, 0.3084], [0.0036, 0.0859, -0.0218], [0.0014, -0.0241, 0.0886], [0.0025, 0.0094, -0.0873], [-0.0184, 0.0716, 0.0515], [0.0936, -0.0374, -0.0200], [-0.1107, 0.0850, 0.0147], [-0.0859, -0.0561, 0.0036], [0.0936, 0.0904, 0.0147], [0.3957, -0.1476, -0.2317], [-0.4614, 0.0621, -0.1730], [0.0760, -0.1656, 0.3390], [-0.0362, -0.0430, -0.3498], [-0.0518, 0.2553, 0.2311], [0.0145, -0.0162, 0.0789], [-0.0256, 0.0852, -0.0229], [0.0033, -0.0885, 0.0207], [0.0051, 0.0601, 0.0617], [-0.0798, -0.0544, -0.0237], [0.1074, 0.0576, 0.0443], [0.0730, 0.0406, -0.0813], [-0.0783, -0.0032, 0.1060]],
  "lowdin_charge": [-0.09, -0.13, -0.06, -0.62, 0.85, -0.06, -0.17, 0.06, -0.07, -0.07, 0.07, -0.14, 0.08, 0.09, 0.07, 0.10, 0.10, 0.11, 0.11, -0.18, -0.19, -0.23, -0.14, -0.21, 0.11, 0.12, 0.12, 0.07, 0.10, 0.12, 0.12, 0.12, -0.18, -0.18, -0.20, -0.15, -0.23, 0.12, 0.10, 0.12, 0.11, 0.12, 0.11, 0.12, 0.03, -0.18, -0.18, -0.21, -0.13, -0.21, 0.10, 0.11, 0.12, 0.11, 0.12, 0.12, 0.12, 0.07, -0.18, -0.18, -0.21, -0.16, -0.21, 0.11, 0.12, 0.12, 0.12, 0.12, 0.11, 0.12, 0.12, -0.18, -0.18, -0.21, -0.14, -0.21, 0.11, 0.12, 0.11, 0.11, 0.12, 0.12, 0.11, 0.12]
}

=====

2.
{
  "formula": "C9H20Si2",
  "method": "wB97M-V/def2-TZVPD",
  "e_tot_ha": -933.7184,
  "de_lowest_kj_mol": 217.9,
  "spin_multiplicity": 1,
  "charge": 0,
  "e_lumo_ev": -0.20,
  "homo_energy_ev": -8.41,
  "homo_lumo_gap_ev": 8.21,
  "species": ["C", "C", "C", "C", "C", "C", "C", "C", "C", "Si", "Si", "H", "H", "H", "H", "H", "H", "H", "H", "H", "H", "H", "H", "H", "H", "H", "H", "H", "H", "H", "H"],
  "positions_angstrom": [[2.7174, -1.2202, 0.2540], [2.0312, -0.3295, -0.4899], [4.2781, -1.0307, 0.6590], [2.6866, 0.8924, -0.9513], [4.8610, 0.2548, 0.1821], [3.7670, 1.3644, 0.0247], [-4.9145, -0.1529, 1.3292], [-4.5245, 1.0244, 0.4094], [-4.2011, 0.3814, -0.9455], [0.0198, -0.5669, -0.4223], [-2.6990, -0.8463, -1.1722], [2.4939, -2.2337, 0.5764], [4.4543, -1.0957, 1.8028], [4.7280, -1.8958, 0.2111], [2.9858, 0.8134, -1.9557], [1.7733, 1.7028, -0.9491], [5.6131, 0.5915, 0.9621], [5.3964, 0.0772, -0.7552], [4.0443, 2.3159, -0.3040], [3.3961, 1.4463, 1.0564], [-4.5545, -1.1534, 1.0030], [-4.5155, 0.0839, 2.3346], [-5.9616, -0.2329, 1.4282], [-5.3126, 1.6975, 0.3383], [-3.6417, 1.6407, 0.7360], [-4.2209, 1.2228, -1.7376], [-5.0532, -0.1816, -1.1330], [0.0731, 0.5629, 0.4494], [-3.1599, -1.2971, -2.6078], [0.1189, -1.8463, 0.0936], [-2.6788, -1.9894, -0.4266]],
  "forces_ev_per_a": [[2.3680, 0.4027, 0.1825], [-1.0622, -2.6985, 0.0908], [-2.5412, -0.1289, 1.4242], [-3.1346, 2.9091, 2.0647], [1.1632, 1.8390, 0.0339], [-0.1148, -2.4585, 0.4971], [1.6928, 0.6752, 1.1398], [2.6315, -1.7118, 0.0254], [1.6366, 2.8782, -0.3544], [0.6286, 1.2656, -1.5292], [0.3334, 2.5489, -3.0527], [-1.1372, 0.2985, -0.1219], [-0.7673, -0.2248, -1.7153], [0.5985, -0.4061, -0.1022], [0.6998, -0.0201, -1.3428], [2.2892, -1.3615, -0.1764], [-0.6135, -0.1752, -1.1179], [0.0126, 0.2819, -0.0164], [1.2676, 1.4072, -0.3146], [-0.5489, 0.2652, -0.4005], [0.0733, 0.7972, 0.1758], [-0.2579, -0.5882, -0.2713], [-1.3261, -0.0411, 0.0308], [-1.5622, 1.1891, -0.3108], [-0.7264, -0.8082, 0.1589], [0.4977, -1.4847, 0.8268], [-1.4868, -1.5403, -0.8998], [-0.8290, 0.7719, 1.1163], [0.9402, 0.2308, 1.0038], [-0.3992, -1.9758, 1.2147], [-0.3257, -2.1366, 1.7406]],
  "lowdin_charge": [-0.11, -0.43, -0.19, -0.25, -0.23, -0.18, -0.12, -0.32, -0.42, 0.66, 0.61, 0.08, 0.13, 0.09, 0.09, 0.14, 0.12, 0.11, 0.08, 0.12, 0.06, 0.08, 0.05, 0.07, 0.11, 0.09, 0.02, -0.10, -0.06, -0.13, -0.16]
}